No. 1
{"formula": "C48H111F18N4O2P5", "method": "the ωB97M-V functional and the def2-TZVPD basis", "spin_multiplicity": 2, "molar_mass_g_mol": 1273.28, "total_charge": 1, "homo_lumo_gap_ev": [3.10, 7.50], "elements": ["C", "N", "C", "C", "C", "C", "O", "H", "H", "H", "H", "H", "H", "H", "H", "H", "H", "H", "H", "H", "H", "C", "N", "C", "C", "C", "C", "O", "H", "H", "H", "H", "H", "H", "H", "H", "H", "H", "H", "H", "H", "H", "C", "C", "N", "C", "C", "N", "C", "C", "H", "H", "H", "H", "H", "H", "H", "H", "H", "H", "H", "C", "C", "C", "C", "P", "C", "C", "C", "C", "C", "C", "C", "C", "C", "C", "C", "C", "H", "H", "H", "H", "H", "H", "H", "H", "H", "H", "H", "H", "H", "H", "H", "H", "H", "H", "H", "H", "H", "H", "H", "H", "H", "H", "H", "H", "H", "H", "H", "H", "H", "H", "H", "H", "C", "C", "C", "C", "P", "C", "C", "C", "C", "C", "C", "C", "C", "C", "C", "C", "C", "H", "H", "H", "H", "H", "H", "H", "H", "H", "H", "H", "H", "H", "H", "H", "H", "H", "H", "H", "H", "H", "H", "H", "H", "H", "H", "H", "H", "H", "H", "H", "H", "H", "H", "H", "H", "P", "F", "F", "F", "F", "F", "F", "P", "F", "F", "F", "F", "F", "F", "P", "F", "F", "F", "F", "F", "F"], "coordinates": [[2.84, -1.49, 9.49], [1.32, -1.32, 9.15], [0.47, -2.23, 9.98], [0.91, 0.13, 9.61], [0.91, -1.52, 7.64], [-0.55, -1.64, 7.21], [-1.28, -0.53, 7.69], [2.92, -2.56, 9.32], [2.87, -1.29, 10.56], [3.39, -0.90, 8.75], [0.71, -2.05, 11.03], [0.67, -3.21, 9.54], [-0.54, -1.85, 9.84], [-0.17, 0.30, 9.67], [1.24, 0.82, 8.84], [1.28, 0.24, 10.62], [1.36, -2.48, 7.40], [1.51, -0.87, 7.00], [-0.95, -2.62, 7.44], [-0.56, -1.48, 6.13], [-2.20, -0.82, 7.65], [-1.28, 1.21, 2.29], [-0.18, 1.08, 3.40], [-0.87, 1.23, 4.80], [0.52, -0.29, 3.36], [0.73, 2.30, 3.36], [1.66, 2.41, 2.09], [2.70, 1.54, 2.38], [-0.75, 0.92, 1.39], [-1.63, 2.24, 2.38], [-2.04, 0.45, 2.50], [0.03, 1.38, 5.40], [-1.41, 0.32, 5.03], [-1.42, 2.17, 4.80], [0.90, -0.49, 2.36], [-0.14, -1.05, 3.77], [1.45, -0.11, 3.89], [1.45, 2.21, 4.17], [0.14, 3.19, 3.55], [2.09, 3.42, 2.07], [1.33, 2.06, 1.11], [2.95, 1.23, 1.51], [4.61, 4.05, -0.51], [6.05, 3.96, -1.15], [6.10, 3.49, -2.54], [6.25, 2.22, -3.03], [6.26, 2.31, -4.40], [6.13, 3.62, -4.71], [5.94, 4.38, -3.58], [5.98, 4.08, -6.13], [4.35, 3.07, -0.11], [3.76, 4.46, -1.07], [4.58, 4.68, 0.39], [6.70, 3.35, -0.51], [6.31, 5.01, -1.20], [6.10, 1.37, -2.39], [6.06, 1.61, -5.20], [5.73, 5.44, -3.60], [5.61, 3.26, -6.75], [6.95, 4.38, -6.53], [5.29, 4.92, -6.15], [2.13, -9.71, -0.23], [1.93, -8.34, -1.02], [1.00, -7.37, -0.25], [0.48, -6.29, -1.28], [-1.20, -5.63, -0.87], [-1.49, -4.56, -2.35], [-0.49, -3.41, -2.59], [-0.96, -2.55, -3.84], [0.21, -1.81, -4.43], [-2.47, -7.04, -0.95], [-2.65, -7.69, -2.34], [-3.48, -8.97, -2.42], [-3.40, -9.47, -3.91], [-1.26, -4.67, 0.71], [-2.39, -3.63, 0.79], [-2.25, -2.58, 1.86], [-3.64, -1.79, 1.96], [2.84, -10.42, -0.66], [1.22, -10.32, -0.21], [2.61, -9.59, 0.74], [1.45, -8.65, -1.95], [2.86, -7.84, -1.29], [1.49, -6.90, 0.60], [0.13, -7.86, 0.20], [0.61, -6.54, -2.33], [1.06, -5.37, -1.23], [-2.47, -4.11, -2.21], [-1.47, -5.18, -3.24], [0.48, -3.85, -2.82], [-0.32, -2.88, -1.65], [-1.65, -1.82, -3.40], [-1.29, -3.24, -4.61], [0.60, -1.14, -3.66], [-0.23, -1.14, -5.17], [1.07, -2.34, -4.83], [-3.39, -6.73, -0.46], [-2.22, -7.84, -0.25], [-1.66, -8.01, -2.66], [-2.94, -6.91, -3.04], [-4.50, -8.75, -2.11], [-3.14, -9.71, -1.70], [-4.16, -8.88, -4.42], [-3.39, -10.56, -3.98], [-2.54, -9.27, -4.54], [-0.32, -4.12, 0.60], [-1.18, -5.24, 1.63], [-3.38, -4.07, 0.77], [-2.46, -3.08, -0.15], [-1.37, -1.94, 1.78], [-2.05, -3.03, 2.83], [-4.44, -2.54, 1.96], [-3.78, -1.30, 1.00], [-3.88, -1.05, 2.72], [-0.54, 5.15, 0.91], [-0.04, 5.08, -0.44], [-0.89, 4.31, -1.46], [0.01, 4.19, -2.73], [-0.75, 3.60, -4.23], [0.60, 3.41, -5.41], [1.82, 2.49, -4.99], [2.67, 2.03, -6.17], [1.97, 1.27, -7.31], [-1.46, 1.98, -3.98], [-2.93, 2.07, -3.41], [-3.37, 0.65, -3.06], [-4.93, 0.63, -2.88], [-2.07, 4.66, -4.82], [-1.63, 6.02, -5.26], [-1.80, 7.07, -4.10], [-1.26, 8.43, -4.52], [-1.00, 6.11, 1.16], [0.14, 4.92, 1.73], [-1.25, 4.33, 0.91], [0.96, 4.66, -0.29], [0.16, 6.08, -0.82], [-1.84, 4.78, -1.72], [-1.13, 3.33, -1.06], [0.82, 3.53, -2.41], [0.44, 5.15, -3.00], [0.98, 4.41, -5.65], [0.21, 2.93, -6.31], [1.34, 1.64, -4.51], [2.50, 3.08, -4.38], [3.48, 1.51, -5.66], [3.16, 2.87, -6.67], [2.58, 0.41, -7.56], [1.90, 1.77, -8.28], [0.95, 1.03, -7.03], [-0.85, 1.46, -3.23], [-1.45, 1.38, -4.88], [-3.58, 2.51, -4.17], [-3.00, 2.65, -2.49], [-2.87, 0.35, -2.14], [-3.13, 0.00, -3.90], [-5.36, 1.09, -3.77], [-5.34, 1.14, -2.01], [-5.25, -0.41, -2.93], [-2.60, 4.75, -3.87], [-2.68, 4.29, -5.65], [-2.31, 6.39, -6.03], [-0.60, 5.96, -5.62], [-1.34, 6.75, -3.17], [-2.80, 7.31, -3.75], [-1.23, 8.61, -5.59], [-0.23, 8.54, -4.19], [-1.88, 9.17, -4.01], [2.82, -0.30, -0.84], [2.69, 0.81, -1.93], [4.38, -0.61, -1.16], [3.56, 0.80, 0.18], [2.92, -1.53, 0.14], [1.24, -0.04, -0.43], [2.45, -1.33, -2.03], [-1.45, 5.70, 5.20], [0.07, 4.99, 5.20], [-1.73, 5.06, 6.71], [-0.85, 7.02, 5.88], [-2.97, 6.41, 4.95], [-1.10, 6.46, 3.77], [-1.88, 4.34, 4.45], [-4.68, -1.03, 6.38], [-3.38, -1.78, 5.86], [-5.34, -1.50, 4.91], [-5.17, -2.40, 7.10], [-5.98, -0.35, 7.03], [-3.95, -0.55, 7.77], [-4.36, 0.33, 5.56]]}

No. 2
{"formula": "C48H111F2N7O6", "method": "the ωB97M-V functional and the def2-TZVPD basis", "spin_multiplicity": 1, "molar_mass_g_mol": 920.46, "total_charge": 0, "homo_lumo_gap_ev": 8.38, "elements": ["O", "C", "O", "C", "C", "F", "O", "H", "H", "H", "O", "C", "O", "C", "C", "F", "O", "H", "H", "H", "C", "C", "N", "C", "C", "C", "C", "H", "H", "H", "H", "H", "H", "H", "H", "H", "H", "H", "H", "H", "H", "H", "C", "C", "N", "C", "C", "C", "C", "H", "H", "H", "H", "H", "H", "H", "H", "H", "H", "H", "H", "H", "H", "H", "C", "C", "N", "C", "C", "C", "C", "H", "H", "H", "H", "H", "H", "H", "H", "H", "H", "H", "H", "H", "H", "H", "C", "C", "N", "C", "C", "C", "C", "H", "H", "H", "H", "H", "H", "H", "H", "H", "H", "H", "H", "H", "H", "H", "C", "C", "N", "C", "C", "C", "C", "H", "H", "H", "H", "H", "H", "H", "H", "H", "H", "H", "H", "H", "H", "H", "C", "C", "N", "C", "C", "C", "C", "H", "H", "H", "H", "H", "H", "H", "H", "H", "H", "H", "H", "H", "H", "H", "C", "C", "N", "C", "C", "C", "C", "H", "H", "H", "H", "H", "H", "H", "H", "H", "H", "H", "H", "H", "H", "H"], "coordinates": [[2.55, 5.61, -0.43], [2.89, 4.50, -0.70], [2.20, 3.43, -0.29], [2.90, 2.28, -0.76], [4.01, 2.81, -1.64], [3.75, 2.76, -2.97], [4.06, 4.14, -1.28], [3.29, 1.75, 0.10], [2.30, 1.53, -1.33], [4.99, 2.33, -1.50], [-0.07, 0.28, -1.70], [-0.31, -0.06, -0.58], [-1.30, -0.82, -0.21], [-1.20, -0.91, 1.22], [0.14, -0.34, 1.55], [0.95, -1.33, 2.14], [0.71, 0.11, 0.41], [-2.04, -0.41, 1.73], [-1.26, -1.96, 1.43], [0.08, 0.44, 2.31], [-0.77, -1.99, 5.10], [-2.26, -2.36, 4.88], [-2.45, -3.01, 3.59], [-3.85, -3.29, 3.36], [-4.70, -2.12, 2.89], [-1.63, -4.20, 3.39], [-1.95, -5.37, 4.31], [-0.18, -2.85, 5.49], [-0.70, -1.13, 5.76], [-0.29, -1.71, 4.15], [-2.64, -3.00, 5.70], [-2.86, -1.44, 4.87], [-3.92, -4.03, 2.57], [-4.32, -3.74, 4.24], [-4.78, -1.35, 3.70], [-4.32, -1.60, 2.01], [-5.75, -2.39, 2.64], [-0.59, -3.94, 3.56], [-1.72, -4.44, 2.34], [-1.35, -6.28, 4.21], [-2.96, -5.64, 4.27], [-1.75, -5.01, 5.35], [3.12, -4.54, 0.40], [2.21, -5.31, -0.57], [0.78, -5.05, -0.50], [0.35, -3.69, -0.97], [0.62, -3.59, -2.48], [0.23, -5.31, 0.83], [0.37, -6.81, 1.23], [4.11, -5.05, 0.45], [2.72, -4.45, 1.40], [3.26, -3.52, 0.06], [2.48, -5.13, -1.62], [2.38, -6.37, -0.29], [-0.72, -3.64, -0.80], [0.78, -2.90, -0.28], [0.26, -4.49, -3.02], [0.16, -2.71, -2.88], [1.74, -3.53, -2.61], [-0.83, -5.10, 0.69], [0.62, -4.59, 1.60], [0.19, -7.54, 0.44], [-0.41, -7.01, 1.91], [1.34, -6.96, 1.74], [-0.63, 3.35, 0.76], [-2.14, 3.14, 0.64], [-2.66, 2.09, 1.54], [-4.07, 1.75, 1.21], [-4.34, 1.34, -0.28], [-2.64, 2.63, 2.95], [-2.91, 1.57, 3.99], [-0.10, 2.51, 0.30], [-0.21, 3.45, 1.75], [-0.36, 4.24, 0.18], [-2.72, 4.05, 0.89], [-2.38, 2.84, -0.40], [-4.38, 0.91, 1.84], [-4.75, 2.54, 1.47], [-3.51, 0.79, -0.70], [-5.23, 0.74, -0.38], [-4.51, 2.23, -0.90], [-3.30, 3.49, 2.92], [-1.65, 3.04, 3.12], [-2.94, 1.94, 5.01], [-2.17, 0.78, 3.85], [-3.84, 1.04, 3.82], [6.21, -2.01, -2.57], [5.74, -0.55, -2.44], [4.60, -0.37, -1.50], [3.39, -1.00, -1.96], [3.08, -0.66, -3.43], [4.86, -0.83, -0.17], [6.06, -0.13, 0.46], [6.87, -2.06, -3.42], [5.38, -2.65, -2.82], [6.79, -2.41, -1.74], [6.53, 0.14, -2.15], [5.40, -0.12, -3.38], [2.58, -0.59, -1.33], [3.50, -2.10, -1.80], [3.66, -1.23, -4.18], [3.19, 0.42, -3.59], [2.03, -0.90, -3.54], [4.03, -0.70, 0.56], [5.07, -1.89, -0.23], [7.00, -0.54, 0.12], [6.10, 0.95, 0.26], [6.07, -0.31, 1.54], [2.12, 5.59, 4.33], [2.39, 4.46, 3.33], [2.59, 3.21, 4.01], [1.36, 2.71, 4.67], [1.44, 2.47, 6.21], [3.23, 2.17, 3.16], [4.73, 2.39, 2.94], [1.35, 5.33, 5.05], [1.78, 6.42, 3.74], [3.07, 5.82, 4.81], [1.55, 4.41, 2.57], [3.29, 4.77, 2.77], [0.52, 3.36, 4.40], [1.08, 1.80, 4.08], [2.18, 1.72, 6.47], [1.68, 3.38, 6.70], [0.48, 2.13, 6.54], [2.64, 2.06, 2.25], [3.13, 1.25, 3.74], [5.20, 2.61, 3.91], [4.93, 3.17, 2.25], [5.10, 1.42, 2.54], [-4.52, -0.15, -4.61], [-4.08, -0.98, -3.44], [-4.09, -2.44, -3.62], [-3.27, -3.12, -2.63], [-3.73, -3.09, -1.12], [-5.50, -2.89, -3.67], [-5.73, -4.35, -4.06], [-3.76, -0.33, -5.39], [-4.45, 0.87, -4.23], [-5.55, -0.36, -4.88], [-3.06, -0.78, -3.08], [-4.77, -0.69, -2.62], [-3.11, -4.18, -2.98], [-2.27, -2.65, -2.63], [-2.93, -3.54, -0.48], [-3.82, -2.06, -0.83], [-4.68, -3.57, -0.94], [-5.98, -2.27, -4.43], [-5.96, -2.69, -2.67], [-5.12, -4.74, -4.87], [-6.78, -4.38, -4.32], [-5.53, -4.97, -3.16], [-0.03, 5.17, -2.43], [0.73, 5.08, -3.74], [-0.02, 4.58, -4.89], [-0.34, 3.13, -4.78], [0.86, 2.23, -4.37], [-1.14, 5.36, -5.35], [-0.73, 6.75, -5.82], [-0.93, 5.75, -2.60], [0.65, 5.70, -1.77], [-0.28, 4.25, -1.96], [1.01, 6.07, -4.07], [1.67, 4.52, -3.62], [-1.19, 2.97, -4.09], [-0.68, 2.75, -5.77], [1.13, 2.36, -3.31], [0.58, 1.15, -4.53], [1.73, 2.36, -4.97], [-1.94, 5.47, -4.59], [-1.64, 4.86, -6.23], [-1.58, 7.33, -6.18], [-0.01, 6.60, -6.62], [-0.30, 7.33, -5.01]]}

| no. | energy (eV) |
| --- | --- |
| 1 | -156994.71688 |
| 2 | -79724.79236 |